# 1
Formula: C6H14FN2
Source: the Open Molecules 2025 dataset
Level of theory: ωB97M-V/def2-TZVPD

Summary:
- molecular weight (g/mol) = 133.19
- E_HOMO (hartree) = -0.484
- charge = +1
- strongest force on any atom (eV/Å) = 3.86
- orbital gap (eV) = 9.5
- 2S+1 = 1
- E (eV) = -12138.9491
- energy above the lowest of the compared OMol25 structures with the same formula, charge and spin (kcal per mole) = 27.3

Atoms and positions in Å:
C1 0.938 2.039 2.470
C2 0.838 2.593 1.083
C3 -1.689 -1.619 0.230
C4 0.108 2.132 0.097
C5 -0.945 -2.269 -1.024
C6 0.185 -1.348 -1.297
N1 1.256 -1.316 -0.483
N2 0.131 -0.518 -2.316
F1 -1.781 -2.343 -2.083
H1 2.006 1.800 2.688
H2 0.691 2.769 3.206
H3 1.469 3.329 0.832
H4 -1.389 -0.525 0.080
H5 -1.404 -2.154 1.157
H6 -2.731 -1.701 -0.086
H7 0.228 2.657 -0.934
H8 -0.768 1.411 0.095
H9 -0.815 -3.308 -0.851
H10 1.227 -2.072 0.211
H11 1.812 -0.421 -0.356
H12 0.951 0.146 -2.418
H13 -0.583 -0.464 -2.968
H14 0.267 1.183 2.665


# 2
Formula: C26H30N4O5S
Source: the Open Molecules 2025 dataset
Level of theory: ωB97M-V/def2-TZVPD

Summary:
- SMILES string = COc1ccc(NC(=S)N(CCN2CCOCC2)Cc2cc3cc4c(cc3[nH]c2=O)OCCO4)cc1
- molecular weight (g/mol) = 510.62
- E_HOMO (hartree) = -0.273
- strongest force on any atom (eV/Å) = 0.99
- orbital gap (eV) = 7.4
- 2S+1 = 1
- E (eV) = -54482.0438
- energy above the lowest of the compared OMol25 structures with the same formula, charge and spin (kcal per mole) = 30.6

Atoms and positions in Å:
C1 2.028 3.771 7.573
O1 1.086 4.066 6.572
C2 0.703 3.061 5.728
C3 -0.240 3.404 4.758
C4 -0.686 2.468 3.856
C5 -0.206 1.154 3.886
N1 -0.744 0.283 2.930
C6 -0.387 -0.962 2.548
S1 0.918 -1.789 3.164
N2 -1.152 -1.566 1.591
C7 -0.906 -2.960 1.290
C8 0.247 -3.206 0.302
N3 -0.213 -3.443 -1.061
C9 0.882 -3.325 -2.017
C10 0.337 -3.522 -3.432
O2 -0.266 -4.785 -3.581
C11 -1.306 -4.938 -2.645
C12 -0.798 -4.769 -1.214
C13 -2.186 -0.876 0.839
C14 -1.640 0.140 -0.137
C15 -0.980 -0.219 -1.262
C16 -0.466 0.755 -2.168
C17 0.224 0.423 -3.339
C18 0.694 1.401 -4.189
C19 0.503 2.761 -3.867
C20 -0.197 3.105 -2.725
C21 -0.686 2.117 -1.877
N4 -1.375 2.440 -0.739
C22 -1.857 1.544 0.178
O3 -2.425 1.944 1.190
O4 0.994 3.763 -4.648
C23 1.944 3.334 -5.602
C24 1.464 2.055 -6.284
O5 1.337 1.018 -5.335
C25 0.719 0.812 4.863
C26 1.171 1.756 5.771
H1 2.183 4.702 8.117
H2 1.656 3.007 8.264
H3 2.980 3.440 7.145
H4 -0.610 4.417 4.734
H5 -1.422 2.746 3.116
H6 -1.508 0.728 2.429
H7 -0.667 -3.460 2.233
H8 -1.831 -3.385 0.900
H9 0.888 -2.323 0.297
H10 0.855 -4.050 0.662
H11 1.333 -2.334 -1.928
H12 1.663 -4.081 -1.826
H13 1.144 -3.476 -4.166
H14 -0.405 -2.738 -3.652
H15 -1.708 -5.942 -2.795
H16 -2.095 -4.195 -2.840
H17 -1.632 -4.889 -0.522
H18 -0.052 -5.555 -1.001
H19 -2.737 -1.635 0.281
H20 -2.891 -0.378 1.516
H21 -0.834 -1.268 -1.481
H22 0.396 -0.609 -3.597
H23 -0.343 4.150 -2.503
H24 -1.522 3.419 -0.523
H25 2.053 4.150 -6.317
H26 2.906 3.144 -5.108
H27 2.182 1.708 -7.027
H28 0.494 2.242 -6.765
H29 1.098 -0.193 4.927
H30 1.891 1.445 6.511


# 3
Formula: C8H6N2S
Source: the Open Molecules 2025 dataset
Level of theory: ωB97M-V/def2-TZVPD

Summary:
- SMILES string = c1cncc(-c2nccs2)c1
- molecular weight (g/mol) = 162.22
- E_HOMO (hartree) = -0.319
- strongest force on any atom (eV/Å) = 3.38
- orbital gap (eV) = 8.7
- 2S+1 = 1
- E (eV) = -22208.3924
- energy above the lowest of the compared OMol25 structures with the same formula, charge and spin (kcal per mole) = 5.0

Atoms and positions in Å:
C1 -2.445 -1.253 -0.023
C2 -3.145 -0.050 -0.007
N1 -2.555 1.136 -0.011
C3 -1.243 1.110 -0.009
C4 -0.409 -0.018 -0.042
C5 1.032 0.110 -0.004
N2 1.638 1.272 -0.004
C6 2.982 1.122 -0.008
C7 3.439 -0.151 -0.033
S1 2.150 -1.282 -0.001
C8 -1.079 -1.230 -0.016
H1 -2.979 -2.162 -0.071
H2 -4.245 -0.061 0.049
H3 -0.703 2.118 0.084
H4 3.626 2.004 -0.041
H5 4.479 -0.507 0.006
H6 -0.545 -2.158 0.130


Question: Which of these has the lowest energy above the lowest of the compared OMol25 structures with the same formula, charge and spin?
Answer: C8H6N2S


Repeat the first record exactly.
Formula: C6H14FN2
Source: the Open Molecules 2025 dataset
Level of theory: ωB97M-V/def2-TZVPD

Summary:
- molecular weight (g/mol) = 133.19
- E_HOMO (hartree) = -0.484
- charge = +1
- strongest force on any atom (eV/Å) = 3.86
- orbital gap (eV) = 9.5
- 2S+1 = 1
- E (eV) = -12138.9491
- energy above the lowest of the compared OMol25 structures with the same formula, charge and spin (kcal per mole) = 27.3

Atoms and positions in Å:
C1 0.938 2.039 2.470
C2 0.838 2.593 1.083
C3 -1.689 -1.619 0.230
C4 0.108 2.132 0.097
C5 -0.945 -2.269 -1.024
C6 0.185 -1.348 -1.297
N1 1.256 -1.316 -0.483
N2 0.131 -0.518 -2.316
F1 -1.781 -2.343 -2.083
H1 2.006 1.800 2.688
H2 0.691 2.769 3.206
H3 1.469 3.329 0.832
H4 -1.389 -0.525 0.080
H5 -1.404 -2.154 1.157
H6 -2.731 -1.701 -0.086
H7 0.228 2.657 -0.934
H8 -0.768 1.411 0.095
H9 -0.815 -3.308 -0.851
H10 1.227 -2.072 0.211
H11 1.812 -0.421 -0.356
H12 0.951 0.146 -2.418
H13 -0.583 -0.464 -2.968
H14 0.267 1.183 2.665


Question: What is the E_HOMO in the third record?
Answer: -0.319 hartree


Question: Among the records above, which one has the highest E_HOMO?
Answer: C26H30N4O5S